1.
DFT (wB97M-V/def2-TZVPD) results for a single C26H28FN5O4 molecule at a distorted geometry.

```
64
Properties=species:S:1:pos:R:3:forces:R:3:mulliken_charge:R:1
C -4.590710 -4.016904 1.671909 0.13 0.20 0.14 -1.25
C -3.242054 -3.551761 1.270893 0.47 -0.20 -0.60 0.33
C -2.432305 -3.885937 0.224450 -0.25 0.18 0.41 -0.41
C -1.282438 -3.082388 0.427848 -0.84 -0.02 0.55 0.27
N -0.132194 -2.994495 -0.322009 0.14 0.11 0.49 0.08
C 0.012416 -3.420023 -1.617443 0.62 0.02 -0.05 0.47
O -0.771668 -4.145344 -2.174785 -0.30 -0.15 -0.18 -0.65
C 1.266567 -2.859252 -2.270209 -0.16 -0.03 -0.13 -0.43
C 0.995114 -1.431135 -2.777588 -0.12 0.03 -0.14 -1.16
C 0.371808 -0.560620 -1.700788 0.20 -0.20 -0.45 0.35
O -0.795479 -0.223647 -1.731549 -0.17 0.02 -0.07 -0.55
N 1.157887 -0.271910 -0.624380 -0.04 0.10 0.52 1.23
C 2.574139 -0.333119 -0.639947 0.43 -0.11 -0.25 -1.07
C 3.295891 0.510518 -1.477936 -0.08 -0.13 0.21 -0.07
C 4.677259 0.473207 -1.478724 0.23 -0.11 0.06 -1.00
C 5.320988 -0.407905 -0.627601 -0.16 0.02 0.01 0.28
F 6.666798 -0.445805 -0.621099 -0.08 0.01 0.00 -0.35
C 4.623699 -1.245710 0.224146 0.18 0.04 -0.04 -1.09
C 3.241636 -1.205738 0.214391 0.05 0.12 -0.27 0.08
C 0.491270 0.481335 0.451606 -0.26 0.22 -0.14 1.66
C 0.154246 1.876189 -0.112474 -0.38 -0.53 0.39 -0.85
O 1.005097 2.566905 -0.638504 0.37 0.17 -0.30 -0.74
N -1.123988 2.240133 0.050147 -0.21 0.15 0.21 -0.05
C -1.681754 3.425750 -0.568435 0.20 0.16 -0.09 -0.16
C -2.585662 4.186704 0.422312 -0.08 0.14 -0.06 -0.90
C -3.947233 4.316310 -0.266486 -0.06 -0.07 0.08 -0.62
C -4.003388 3.108080 -1.196961 0.02 0.20 -0.12 -0.58
C -2.585144 3.047011 -1.757067 -0.02 -0.09 0.00 -0.75
C 1.342187 0.568805 1.685877 0.00 0.11 0.24 -1.27
C 2.405345 1.459186 1.795272 -0.02 0.02 0.19 -0.26
C 3.160943 1.456356 2.955299 -0.09 -0.05 -0.08 -0.76
C 2.828277 0.557032 3.957251 0.21 0.17 -0.02 -0.34
N 1.816277 -0.288253 3.864232 -0.01 -0.34 0.53 -0.68
C 1.089630 -0.279554 2.762041 -0.18 0.13 -0.45 0.11
N -1.412930 -2.339173 1.504680 1.03 0.19 -0.53 -0.14
O -2.630561 -2.630252 2.034746 -0.74 -0.35 0.13 -0.34
H -4.557511 -4.438353 2.675260 -0.05 -0.06 0.03 0.32
H -5.288119 -3.180825 1.682745 -0.08 0.01 -0.01 0.31
H -4.940844 -4.769990 0.973321 -0.03 -0.03 -0.02 0.32
H -2.600479 -4.572740 -0.575170 -0.11 -0.16 -0.13 0.46
H 0.555975 -2.361624 0.062868 0.00 -0.04 -0.19 -0.01
H 1.523808 -3.492207 -3.119944 -0.03 -0.01 0.13 0.44
H 2.096421 -2.860176 -1.561562 -0.01 -0.03 -0.02 0.28
H 0.279453 -1.472981 -3.600182 0.06 0.07 0.08 0.48
H 1.926097 -0.992726 -3.137518 -0.05 -0.04 -0.04 0.33
H 2.764943 1.215427 -2.098998 -0.06 0.07 -0.03 0.56
H 5.254823 1.123424 -2.116060 0.08 0.05 -0.06 0.48
H 5.158690 -1.911072 0.882478 0.08 -0.06 0.06 0.50
H 2.686592 -1.843140 0.887415 -0.06 -0.05 0.05 0.47
H -0.432361 -0.062290 0.686637 0.15 0.15 0.00 1.10
H -1.791244 1.549104 0.357622 0.19 -0.13 -0.02 0.37
H -0.824518 4.021286 -0.889413 -0.15 -0.09 0.05 0.62
H -2.679451 3.604007 1.339883 0.02 0.02 0.04 0.31
H -2.168580 5.156623 0.686094 0.04 0.00 0.11 0.31
H -3.981840 5.232965 -0.856784 -0.05 0.05 -0.03 0.29
H -4.769193 4.338527 0.447331 -0.05 0.09 0.00 0.37
H -4.225473 2.204243 -0.627345 -0.06 -0.09 0.04 0.26
H -4.755211 3.214138 -1.976987 -0.08 -0.10 0.00 0.40
H -2.469219 3.780552 -2.554917 -0.01 0.04 -0.06 0.30
H -2.321665 2.065444 -2.148789 0.08 0.03 -0.09 0.25
H 2.625041 2.142198 0.988353 0.01 0.03 -0.07 0.51
H 3.991027 2.134685 3.075658 0.08 0.05 0.03 0.42
H 3.393831 0.507812 4.878463 0.11 0.07 0.05 0.42
H 0.269038 -0.986894 2.726409 -0.09 0.01 -0.11 0.76
```
Positions in Å, forces in eV/Å.

Calculated values
LUMO energy, eV: 0.62
Charge: 0
Orbital gap, eV: 9.83
E_HOMO, hartree: -0.3383
Energy, Ha: -1682.2123
SMILES: Cc1cc(NC(=O)CCC(=O)N(c2ccc(F)cc2)[C@H](C(=O)NC2CCCC2)c2cccnc2)no1
Relative energy (zero: lowest compared OMol25 entry of this formula, charge and spin), eV: 0.0336



2.
DFT (wB97M-V/def2-TZVPD) results for a molecular structure, C26H28IrN2O5PS.

```
64
Properties=species:S:1:pos:R:3:forces:R:3:mulliken_charge:R:1
Ir -0.031811 -0.012604 0.352620 0.41 0.80 -0.37 2.34
O 1.118337 1.378133 1.474375 -0.37 -0.14 0.30 -0.72
S 0.002262 2.415360 1.427702 0.14 -0.20 0.06 1.34
O -0.139446 3.218336 2.577952 -0.07 0.03 -0.04 -0.62
O -1.180287 1.550069 1.028405 -0.14 -0.02 -0.09 -0.75
C 0.198093 3.404128 -0.018323 0.05 -0.04 -0.02 0.42
C -0.178308 4.730137 0.068961 0.08 0.03 0.01 -0.61
C -0.246692 5.489474 -1.095212 0.00 0.00 0.00 -0.78
C 0.029829 4.906924 -2.317903 0.00 0.00 0.00 -0.71
C 0.412525 3.569790 -2.397213 0.04 0.01 0.01 -0.78
C 0.518094 2.801685 -1.247312 -0.02 0.01 0.07 0.05
P 1.102393 1.086705 -1.246928 0.02 0.01 -0.05 0.56
C 2.857812 1.127200 -0.839686 0.01 -0.03 -0.02 0.56
C 3.469866 2.253497 -0.297705 -0.01 -0.01 0.02 -0.38
C 4.831333 2.239971 -0.034350 0.01 -0.01 0.00 -0.82
C 5.581137 1.104917 -0.304501 0.00 0.01 0.01 -0.58
C 4.973776 -0.021505 -0.847371 -0.01 -0.01 0.01 -0.89
C 3.615955 -0.012437 -1.118407 0.01 0.00 -0.01 -0.44
C 1.097553 0.402523 -2.914551 -0.01 0.06 -0.03 1.14
C 1.946785 1.020977 -3.841183 0.00 0.02 0.01 -0.44
C 2.037715 0.539468 -5.134735 -0.01 -0.02 0.00 -0.93
C 1.306790 -0.580904 -5.511329 0.00 0.01 0.00 -0.59
C 0.499783 -1.224362 -4.586531 0.00 0.00 0.00 -0.91
C 0.394227 -0.737292 -3.290719 -0.03 -0.05 0.03 -0.41
H -0.425084 5.157386 1.031458 -0.01 0.00 0.00 0.62
H -0.536548 6.529577 -1.038952 0.00 0.00 0.00 0.44
H -0.047821 5.491198 -3.224668 0.00 -0.01 0.00 0.45
H 0.623290 3.138569 -3.364823 0.00 -0.02 -0.02 0.55
H 2.897105 3.146413 -0.085184 0.00 0.00 -0.01 0.39
H 5.306436 3.119603 0.377778 0.00 0.00 0.00 0.48
H 6.644614 1.102313 -0.106361 0.00 0.00 0.00 0.43
H 5.567854 -0.894990 -1.083326 0.00 0.00 -0.01 0.50
H 3.149335 -0.876472 -1.577539 0.00 0.01 -0.01 0.59
H 2.557573 1.865903 -3.546751 0.00 0.01 0.00 0.61
H 2.690335 1.028594 -5.844928 0.00 0.00 0.00 0.44
H 1.382741 -0.960624 -6.521299 0.00 0.00 0.00 0.43
H -0.044940 -2.114840 -4.871026 0.00 0.00 0.00 0.44
H -0.212007 -1.270494 -2.574969 0.05 0.03 -0.04 0.42
C -3.829848 -2.633285 -2.529842 -0.01 0.00 0.00 -1.10
C -3.655748 -1.150689 -2.184215 0.01 -0.01 0.02 -0.42
C -2.455822 -0.905753 -1.392587 -0.10 0.01 0.13 0.64
N -1.513011 -0.716142 -0.774386 0.03 -0.35 -0.05 -0.72
H -4.712249 -2.747041 -3.154925 0.00 0.00 0.01 0.36
H -3.967376 -3.230165 -1.630531 0.01 0.00 0.00 0.35
H -2.970765 -3.013514 -3.080381 0.00 0.00 -0.01 0.32
H -4.499001 -0.772558 -1.602718 -0.01 0.00 -0.01 0.33
H -3.576786 -0.532140 -3.080698 0.00 -0.01 -0.01 0.31
O 1.295337 -1.607387 0.412200 -0.41 -0.35 -0.12 -0.87
C 0.611581 -2.389226 1.194037 0.22 0.13 -0.21 0.31
O -0.539060 -2.133934 1.524240 0.08 0.13 0.40 -0.67
C 1.313107 -3.638126 1.675490 0.04 -0.03 0.00 0.04
N 2.798557 -3.535418 1.384099 0.02 -0.02 -0.02 0.10
C 3.266995 -4.868036 0.810816 0.00 0.04 0.02 -0.52
C 2.109140 -5.814927 1.090311 0.01 -0.01 0.01 -0.62
C 0.879785 -4.919412 0.960856 0.01 0.01 0.01 -0.71
H 1.186598 -3.725158 2.753327 -0.02 -0.01 0.00 0.42
H 3.316047 -3.291723 2.227147 -0.01 -0.02 0.01 0.42
H 2.929650 -2.761132 0.722109 -0.01 0.01 0.02 0.04
H 4.206855 -5.140501 1.281996 0.01 -0.01 -0.02 0.39
H 3.430015 -4.714798 -0.253524 -0.02 -0.02 0.00 0.29
H 2.183567 -6.221908 2.099842 -0.01 0.00 0.00 0.33
H 2.103233 -6.650077 0.394003 0.00 0.00 -0.01 0.39
H -0.014383 -5.334274 1.418365 0.00 0.00 0.00 0.40
H 0.661839 -4.707044 -0.088429 0.00 -0.01 0.00 0.33
```
Positions in Å, forces in eV/Å.

Calculated values
LUMO energy, eV: -5.97
Charge: +2
Orbital gap, eV: 8.58
E_HOMO, hartree: -0.5349
Energy, Ha: -2336.6800
Relative energy (zero: lowest compared OMol25 entry of this formula, charge and spin), eV: 0.2585



> Among the records above, which one has the lowest charge?

C26H28FN5O4